C4H6N2OS | ωB97M-V with the def2-TZVPD basis set

The calculation puts the orbital gap at 0.3274 Ha. The calculation puts the HOMO energy at -9.0 eV. As for the multiplicity: 1. As for the LUMO energy: -0.09 eV. The value obtained for the energy above the lowest of the compared OMol25 structures with the same formula, charge and spin is 529.9 kJ/mol.

CARTESIAN COORDINATES (ANGSTROEM)
C  -1.8849  -0.6508  0.4091
C  -0.6147  -0.2782  -0.2194
C  0.3513  -0.7311  -1.0129
C  1.5870  0.0110  -0.7574
H  -1.8342  -1.1174  1.4158
H  -2.1125  -1.4808  -0.2728
H  -2.5047  0.2024  0.5404
H  0.0229  -1.3503  -1.7934
H  3.7484  -0.1894  -0.5274
H  -0.7794  2.7127  1.1225
N  1.3705  0.8705  0.1677
N  0.1549  0.5487  0.6238
O  2.7485  -0.2469  -1.4330
S  -0.2529  1.6995  1.7370

Atoms 1-2, force components in eV/Å:
C 0.137 -2.263 -0.856
C 2.615 1.940 4.732